No. 1
The following is a DFT calculation (ωB97M-V/def2-TZVPD) of a 2-piece molecular cluster, C6H16NS overall at a distorted geometry.

The value obtained for the HOMO energy is -12.723 eV. The multiplicity is 1. The energy relative to the best compared isomer or geometry (same formula, charge and spin) is 2.8965 eV. The charge is +1. As for the LUMO energy: -4.793 eV. For the frontier orbital gap, the calculation gives 7.93 eV.

Geometry (Å):
S: -0.049 -1.812 0.409
N: 2.198 0.470 -0.256
C: -2.235 -0.347 -0.541
C: -1.348 -0.369 0.687
C: 2.679 0.143 1.035
C: 2.542 -0.467 -1.306
C: 1.329 1.417 -0.354
C: -3.259 0.771 -0.240
H: 3.692 0.025 1.193
H: -1.847 -0.485 1.706
H: -4.122 0.763 -0.750
H: 3.235 -1.154 -1.065
H: 2.317 0.714 2.020
H: -2.515 -1.338 -0.792
H: 1.595 -1.018 -1.412
H: 2.269 -0.879 1.157
H: -1.486 -0.066 -1.353
H: 0.843 1.648 -1.336
H: -0.734 0.531 0.895
H: -2.717 1.713 -0.553
H: -0.698 -2.867 0.906
H: -3.500 0.730 0.760
H: 2.732 0.046 -2.203
H: 1.176 1.978 0.533



No. 2
The following is a DFT calculation (ωB97M-V/def2-TZVPD) of a 7-piece molecular cluster, C32H85N7O9 overall at a distorted geometry.

The value obtained for the HOMO energy (alpha / beta) is 0.603 / -6.941 eV. The multiplicity is 2. The energy relative to the best compared isomer or geometry (same formula, charge and spin) is 0.8761 eV. The charge is -1. As for the LUMO energy (alpha / beta): 2.131 / 2.123 eV. For the frontier orbital gap (alpha / beta), the calculation gives 1.53 / 9.06 eV.

Geometry (Å):
O: -15.757 7.189 10.656
O: -15.011 15.376 14.245
O: -10.936 3.818 15.398
O: -1.756 5.154 16.338
O: -17.239 8.945 19.206
O: -9.172 7.364 17.316
O: -13.354 7.996 14.903
O: -12.133 6.846 7.111
O: -20.626 9.136 7.541
N: -15.273 14.451 16.750
N: -12.858 4.607 12.196
N: -18.861 7.282 8.615
N: -5.454 4.707 16.079
N: -11.735 9.216 18.026
N: -12.307 6.987 10.466
N: -18.336 10.872 20.555
C: -16.166 8.095 18.629
C: -11.773 7.677 8.249
C: -13.227 7.417 6.360
C: -18.727 10.699 19.158
C: -15.170 15.377 12.834
C: -4.258 6.537 17.198
C: -19.386 12.016 18.676
C: -8.105 7.929 16.575
C: -13.951 14.436 14.673
C: -19.251 7.233 7.216
C: -0.701 4.154 16.181
C: -11.985 8.314 16.847
C: -17.567 10.162 18.418
C: -13.277 13.249 16.862
C: -21.943 9.646 7.299
C: -11.387 3.794 14.010
C: -12.700 9.258 10.009
C: -17.134 7.524 10.319
C: -4.180 5.390 16.167
C: -12.784 7.879 9.414
C: -10.007 4.720 15.727
C: -12.437 8.267 13.913
C: -13.666 5.189 14.504
C: -10.308 9.463 18.227
C: -17.409 7.080 8.880
C: -13.266 8.702 16.127
C: -12.380 4.935 13.533
C: -9.499 8.108 18.496
C: -15.560 7.471 12.057
C: -3.012 4.484 16.582
C: -13.886 14.456 16.214
C: -20.666 7.756 7.170
H: -15.636 8.552 12.171
H: -12.929 8.078 5.545
H: -13.321 9.370 10.898
H: -13.163 10.033 9.398
H: -13.852 12.344 16.665
H: -12.694 7.652 13.052
H: -17.795 7.262 11.145
H: -12.936 6.970 11.256
H: -14.101 8.291 16.694
H: -14.332 13.451 14.402
H: -12.243 6.013 10.205
H: -20.964 7.844 6.126
H: -15.295 8.183 19.278
H: -16.253 7.088 12.805
H: -15.632 15.259 16.260
H: -13.750 6.597 5.867
H: -9.923 4.619 16.809
H: -14.529 7.125 12.136
H: -13.532 5.414 15.562
H: -0.571 3.416 16.972
H: -19.533 9.965 19.159
H: -16.751 10.880 18.338
H: -13.629 5.254 12.116
H: -3.197 4.188 17.614
H: -14.137 4.206 14.482
H: -18.577 7.596 6.439
H: -10.079 10.134 19.055
H: -9.127 4.420 15.157
H: -7.353 8.300 17.272
H: -16.622 7.106 18.582
H: -13.494 15.413 16.559
H: -11.398 8.114 14.205
H: -15.912 8.504 17.651
H: -17.093 8.613 10.300
H: -13.378 9.787 16.120
H: -0.751 3.531 15.288
H: -4.725 6.171 18.112
H: -21.410 7.375 7.869
H: -22.688 9.239 7.983
H: -17.237 6.005 8.818
H: -10.725 7.557 8.523
H: -18.749 12.891 18.803
H: -8.561 8.254 19.031
H: -20.330 12.216 19.183
H: -13.733 7.627 8.941
H: -17.426 11.276 20.727
H: -13.359 3.730 12.209
H: -8.507 8.842 16.136
H: -5.646 4.161 15.251
H: -10.188 5.786 15.593
H: -5.053 7.234 16.932
H: -10.028 7.626 19.319
H: -15.618 16.161 12.224
H: -11.511 8.624 7.777
H: -15.255 14.664 17.737
H: -19.696 11.910 17.636
H: -22.367 9.434 6.318
H: -6.243 5.331 15.992
H: -13.277 13.441 17.935
H: -14.500 5.829 14.215
H: -4.056 6.053 15.311
H: -12.196 10.087 17.804
H: -12.296 13.031 16.438
H: -3.352 7.081 17.464
H: -14.033 7.889 6.921
H: -15.899 14.585 12.663
H: -16.860 7.622 8.110
H: -13.002 14.470 14.138
H: -19.297 6.196 6.885
H: -11.213 8.543 16.113
H: 0.168 4.779 15.976
H: -12.597 9.285 13.557
H: -10.622 3.707 13.238
H: -18.210 9.927 20.888
H: -14.204 15.193 12.364
H: -17.895 9.823 17.435
H: -9.877 10.028 17.400
H: -12.003 7.263 17.136
H: -11.708 5.789 13.448
H: -11.712 9.584 10.335
H: -19.141 8.085 9.160
H: -21.994 10.725 7.451
H: -3.082 3.608 15.936
H: -7.683 7.102 16.004
H: -12.016 2.907 13.943



No. 3
The following is a DFT calculation (ωB97M-V/def2-TZVPD) of an isolated molecule of C3H5N3S at a distorted geometry.

The value obtained for the HOMO energy is -8.337 eV. The multiplicity is 1. The energy relative to the best compared isomer or geometry (same formula, charge and spin) is 3.8324 eV. The charge is 0. As for the LUMO energy: 0.626 eV. For the frontier orbital gap, the calculation gives 8.96 eV.

Geometry (Å):
S: -1.836 0.766 1.211
N: 0.744 0.674 0.961
N: -0.491 0.700 0.219
N: -1.402 -1.025 -1.232
C: -0.390 -0.497 -0.771
C: 1.012 -0.352 -0.989
C: 1.664 0.061 0.216
H: -2.181 -0.631 1.464
H: 1.612 -0.819 -1.884
H: 2.681 -0.031 0.387
H: 0.832 1.589 1.362
H: -2.246 -0.435 -0.943



No. 4
The following is a DFT calculation (ωB97M-V/def2-TZVPD) of an isolated molecule of C2H3FN2O at a distorted geometry.

The value obtained for the HOMO energy is -10.409 eV. The multiplicity is 1. The energy relative to the best compared isomer or geometry (same formula, charge and spin) is 1.8488 eV. The charge is 0. As for the LUMO energy: 0.356 eV. For the frontier orbital gap, the calculation gives 10.77 eV.

Geometry (Å):
F: 1.409 0.846 -1.249
O: 0.466 -0.699 0.028
N: -1.704 0.407 0.478
N: -1.793 -0.693 0.963
C: 1.187 0.412 0.068
C: -0.923 -0.620 -0.228
H: -1.390 -0.927 -1.127
H: 0.587 1.122 0.707
H: 2.161 0.152 0.361



Q: Which of these has the highest charge?
A: C6H16NS